(1)
The following is a quantum chemistry calculation of one molecule with the formula C4H6BrNS at a distorted geometry, from OMol25.

Element x y z (Å)
N 0.296 -0.171 0.356
S 0.790 -1.755 -0.095
H 0.950 -2.221 -2.413
H -0.673 0.064 2.293
C -0.351 0.440 -0.631
H 0.354 1.443 1.653
H -0.565 1.595 -0.557
C -0.115 -0.249 -1.947
H -0.366 0.032 -2.869
H 1.132 -0.111 2.218
C 0.517 -1.446 -1.735
C 0.263 0.303 1.742
Br -2.682 -0.020 -0.307

Computed properties:
* HOMO-LUMO gap (alpha / beta): 5.86 / 6.74 eV
* multiplicity: 3
* relative energy (zero: lowest compared OMol25 entry of this formula, charge and spin): 0.0 kcal/mol
* net charge: 0
* <S²>: 2.008
* lowest unoccupied orbital energy (alpha / beta): 0.0244 / -0.0955 Eh
* HOMO energy (alpha / beta): -5.19 / -9.34 eV

(2)
The following is a quantum chemistry calculation of a 2-piece molecular cluster, C3H9NO2 overall at a distorted geometry, from OMol25.

Element x y z (Å)
O -0.030 0.199 -1.031
H 2.822 0.653 -2.276
H 1.597 -0.450 -2.831
H -1.783 -1.554 2.362
H 1.049 0.974 -2.749
H -1.630 -1.388 0.753
C 1.227 0.359 -0.822
O 1.619 0.235 0.335
C 1.794 0.458 -2.217
H -0.767 1.062 1.934
N -1.521 0.486 1.521
H -0.759 0.118 -0.257
C -1.174 -0.914 1.714
H -0.108 -0.952 1.695
H -2.337 0.714 1.868

Computed properties:
* HOMO-LUMO gap (alpha / beta): 12.49 / 4.42 eV
* multiplicity: 2
* relative energy (zero: lowest compared OMol25 entry of this formula, charge and spin): 60.9 kcal/mol
* net charge: +1
* <S²>: 0.758
* lowest unoccupied orbital energy (alpha / beta): -0.1238 / -0.3609 Eh
* HOMO energy (alpha / beta): -15.86 / -14.24 eV

(3)
The following is a quantum chemistry calculation of C29H18F3N5O2PdS as an isolated structure, from OMol25.

Element x y z (Å)
H 5.305 0.094 -0.810
C 2.254 -1.020 1.206
Pd 0.144 -0.604 -0.368
C -2.908 1.976 -2.708
C 4.557 -0.422 1.149
C -4.414 -1.733 2.101
C -3.726 -0.547 -1.866
O 0.445 1.260 0.393
C 1.028 -4.508 -1.150
C 0.181 -5.491 -0.573
C 0.899 1.952 -0.610
N -0.511 -6.288 -0.109
C -3.760 -0.954 1.174
H -4.556 1.869 -4.078
N 0.029 -2.221 -1.612
C -3.902 -2.979 2.461
C -4.014 1.367 -3.288
F 2.756 -0.125 4.029
C 3.457 -0.809 1.886
H 0.401 3.340 1.663
H -2.590 2.956 -3.034
C -2.041 -2.656 0.973
C 2.417 -4.729 -1.344
H -1.361 1.818 -1.236
H 5.504 -0.272 1.649
N 3.545 -4.884 -1.520
C -4.416 0.103 -2.866
C -2.611 0.070 -1.263
H 0.954 5.717 2.120
H -4.134 0.026 0.915
H -5.323 -1.367 2.560
C 3.222 -0.365 -0.825
H -1.150 -3.042 0.505
H 2.123 3.670 -2.224
F 3.164 -2.228 3.746
C 0.507 -3.274 -1.399
O 1.039 1.474 -1.736
C 0.900 3.945 0.918
H 3.044 -0.165 -1.871
N 2.170 -0.784 -0.116
C 2.203 5.456 -1.019
C -2.552 -1.406 0.595
N -1.878 -0.591 -0.293
C -2.722 -3.435 1.891
F 4.794 -0.809 3.820
H -2.325 -4.410 2.140
C 1.868 6.025 0.203
H 2.116 7.059 0.404
C 1.882 4.133 -1.276
S 0.728 -1.496 1.878
H -4.427 -3.588 3.184
H -5.260 -0.383 -3.337
C -2.203 1.335 -1.708
C 4.451 -0.209 -0.224
C 1.215 5.271 1.169
H 2.713 6.046 -1.769
C 1.233 3.376 -0.307
H -4.004 -1.548 -1.567
C 3.540 -0.995 3.376

Computed properties:
* HOMO-LUMO gap (alpha / beta): 4.06 / 4.06 eV
* net charge: 0
* lowest unoccupied orbital energy (alpha / beta): -0.1351 / -0.1350 Eh
* HOMO energy (alpha / beta): -7.74 / -7.74 eV

(4)
The following is a quantum chemistry calculation of an isolated ion of composition HOS3 and charge -1 at a distorted geometry, from OMol25.

Element x y z (Å)
S -1.209 -0.356 1.372
O 0.168 1.506 -0.365
H -0.909 -0.409 -1.102
S 1.918 -0.840 0.156
S 0.031 0.099 -0.062

Computed properties:
* HOMO-LUMO gap: 7.58 eV
* SMILES string: O=[S@H](=S)[S-]
* relative energy (zero: lowest compared OMol25 entry of this formula, charge and spin): 13.3 kcal/mol
* net charge: -1
* lowest unoccupied orbital energy: 0.1332 Eh
* HOMO energy: -3.96 eV

no.,DFT total energy (Ha)
1,-3182.8135
2,-324.5285
3,-2365.7559
4,-1270.4194